Computed, not measured: the ion C8H16N with charge +1, with the ωB97M-V functional and the def2-TZVPD basis.

Geometry (Å):
C -0.770 -1.031 -0.548
C -0.834 1.353 -0.237
C -1.611 0.076 -0.092
C 0.651 -0.496 -0.267
C -2.859 -0.146 0.690
C 1.641 -1.094 -1.220
C 1.018 -0.934 1.186
C 1.394 1.817 -0.023
N 0.463 0.937 -0.583
H -1.157 -2.047 -0.259
H -0.849 -0.983 -1.630
H -1.211 1.975 -1.044
H -0.964 1.866 0.669
H -2.277 -0.308 1.581
H -3.497 -1.030 0.287
H -3.483 0.769 0.732
H 2.540 -0.747 -0.907
H 1.554 -0.885 -2.304
H 1.539 -2.175 -1.126
H 1.975 -0.521 1.411
H 1.128 -2.041 1.245
H 0.324 -0.478 1.977
H 1.114 2.214 0.949
H 2.358 1.258 0.221
H 1.814 2.651 -0.710

largest force on an atom: 5.0 eV/A
LUMO: -5.774 eV
charge: +1
ΔE to the lowest compared entry with this formula, charge and spin: 69.1 kcal/mol


Computed, not measured: the ion C8H16N with charge +1, with the ωB97M-V functional and the def2-TZVPD basis.

Geometry (Å):
C -1.694 1.504 1.733
C -0.636 1.525 0.930
C -0.038 0.150 0.414
C 0.783 -0.345 1.638
C -1.066 -0.855 0.006
C -0.916 -2.152 -0.171
N 0.745 0.438 -0.750
C 1.593 -0.703 -1.177
C -0.013 0.894 -1.973
H -2.231 2.360 2.107
H -2.219 0.567 1.919
H 0.109 2.262 0.810
H 0.945 -1.436 1.650
H 0.128 -0.197 2.549
H 1.784 0.202 1.716
H -1.998 -0.296 0.034
H -1.633 -2.920 -0.382
H 0.004 -2.711 -0.216
H 1.312 1.390 -0.431
H 2.396 -0.450 -1.933
H 2.118 -1.000 -0.346
H 0.967 -1.501 -1.573
H -0.974 0.576 -1.851
H 0.037 2.022 -1.849
H 0.498 0.676 -2.853

largest force on an atom: 5.1 eV/A
LUMO: -3.210 eV
charge: +1
ΔE to the lowest compared entry with this formula, charge and spin: 78.9 kcal/mol


Computed, not measured: a cluster of 2 separate species, C8H16N2 in total, with the ωB97M-V functional and the def2-TZVPD basis.

Geometry (Å):
C -2.861 1.959 0.994
C -3.023 0.611 1.627
C -4.073 -0.257 1.488
N -3.678 -1.425 2.092
C -2.437 -1.199 2.592
N -1.981 -0.025 2.266
H -2.779 1.847 -0.087
H -1.883 2.358 1.260
H -3.698 2.615 1.195
H -5.080 -0.030 1.169
H -4.201 -2.254 2.338
H -1.965 -1.943 3.220
C 2.283 -1.426 -0.741
C 2.401 0.042 -1.209
C 3.745 0.647 -0.860
C 2.205 0.076 -2.725
H 1.226 -1.698 -0.812
H 2.617 -1.527 0.286
H 2.831 -2.064 -1.428
H 1.568 0.620 -0.812
H 4.440 0.555 -1.706
H 3.648 1.720 -0.712
H 4.272 0.253 0.005
H 1.305 -0.407 -3.104
H 2.022 1.121 -3.047
H 3.098 -0.170 -3.290

largest force on an atom: 2.0 eV/A
LUMO: 0.870 eV
ΔE to the lowest compared entry with this formula, charge and spin: 12.4 kcal/mol


Computed, not measured: the molecule C8H16N2O3S, with the ωB97M-V functional and the def2-TZVPD basis.

Geometry (Å):
C 2.900 1.489 -0.536
C 2.455 0.021 -0.510
C 3.641 -0.871 -0.139
C 1.258 -0.198 0.443
N 1.032 -1.588 0.876
C -0.038 0.352 -0.110
O -0.084 1.326 -0.883
N -1.160 -0.237 0.327
C -2.481 0.079 -0.208
C -3.440 -1.085 0.048
S -5.015 -0.961 -0.823
C -3.025 1.368 0.418
O -3.997 1.415 1.133
O -2.309 2.473 0.163
H 3.269 1.777 0.482
H 2.064 2.116 -0.806
H 3.712 1.626 -1.319
H 2.108 -0.290 -1.524
H 3.990 -0.645 0.901
H 4.477 -0.643 -0.767
H 3.423 -1.935 -0.168
H 1.426 0.353 1.353
H 1.723 -1.910 1.578
H 1.053 -2.196 0.070
H -1.018 -1.050 0.930
H -2.364 0.208 -1.296
H -3.618 -1.220 1.151
H -2.983 -2.007 -0.307
H -5.470 0.033 -0.065
H -1.532 2.200 -0.411

largest force on an atom: 1.5 eV/A
LUMO: 0.438 eV
ΔE to the lowest compared entry with this formula, charge and spin: 0.0 kcal/mol


| no. | DFT total energy (Ha) | orbital gap (eV) |
| --- | --- | --- |
| 1 | -368.826444 | 7.33 |
| 2 | -368.810857 | 10.71 |
| 3 | -423.919896 | 9.43 |
| 4 | -1047.898818 | 9.70 |